DFT (ωB97M-V/def2-TZVPD) results for a structure of composition C16H31NOP2Pt at a distorted geometry.

Max |F| in Eh/bohr: 0.087
Energy relative to the best compared isomer or geometry (same formula, charge and spin) in kcal per mole: 98.8
Multiplicity: 3
Charge: 0
Orbital gap (spin up / spin down) in eV: 3.66 / 4.76

```
52
Properties=species:S:1:pos:R:3:forces:R:3:lowdin_spin:R:1
P 1.2139 1.2502 -2.4394 -0.9 -1.9 2.0 0.177
P -2.8522 0.2102 2.5375 2.0 0.0 -2.3 0.001
C -1.5317 -0.6099 0.1171 -0.4 1.3 0.9 0.089
C -2.5779 -0.9477 1.1784 0.3 -1.0 -0.5 0.011
H -0.5913 -0.4868 0.7857 -1.1 -0.7 -0.9 0.021
H -1.4756 -1.3805 -0.6749 -0.2 0.3 0.8 0.012
H -3.5658 -1.1375 0.7227 0.1 0.1 0.3 0.003
H -2.2976 -1.8952 1.6859 -0.3 -0.2 0.3 0.003
C -1.7388 0.1476 3.9734 0.2 0.4 1.3 0.001
H -2.1465 0.8270 4.7748 0.2 -0.7 -0.7 0.000
H -0.8170 0.6762 3.6360 -0.6 -0.6 0.0 0.001
H -1.4541 -0.8239 4.4512 -0.6 0.7 -0.7 0.000
C -4.6221 0.2025 2.7298 -1.6 1.1 1.3 0.001
H -5.1039 -0.7266 3.1293 0.9 0.6 -0.4 0.000
H -5.0811 0.4322 1.7631 0.4 -0.3 -0.1 0.000
H -4.9709 1.0426 3.3720 0.3 -0.5 -0.1 0.000
C 2.7140 2.2318 -2.4405 -0.3 0.7 -1.4 0.027
H 2.3665 3.1624 -2.9148 0.6 0.1 0.1 0.001
H 3.5064 1.7714 -3.0633 -0.1 0.2 0.5 0.008
H 3.0172 2.4393 -1.4104 0.0 -0.1 -0.3 0.001
C 0.2839 1.1513 -3.9777 0.8 0.5 -0.7 0.056
H -0.7014 0.7040 -3.7550 0.7 0.1 -0.2 0.002
H 0.8640 0.6387 -4.7846 -0.8 0.4 0.2 0.019
H 0.1209 2.2373 -4.1686 0.0 -0.8 -0.5 0.002
Pt 0.1002 0.7349 -0.5024 -1.1 1.4 0.6 0.706
C 0.3470 -2.3596 0.3817 1.6 -0.9 1.9 0.023
C 1.0589 -1.7891 1.3904 -0.6 -2.2 -0.5 0.014
C 2.5349 -1.6676 1.4376 1.0 0.9 -0.4 0.017
C 3.1387 -1.1870 0.0798 0.4 -1.0 1.9 0.049
C 2.3070 -0.0896 -0.4435 -0.2 2.0 0.2 0.285
C 1.9256 -0.3311 -1.8354 0.7 -0.4 -3.2 0.049
C 1.1640 -1.6882 -2.1206 0.6 0.3 -0.6 0.024
C 0.8555 -2.7185 -0.9933 -0.2 -0.8 -0.7 0.005
C -0.2214 2.8220 -0.7740 -0.4 1.1 1.0 0.257
H -0.5944 -2.8360 0.6766 0.1 0.6 -0.4 0.003
H 0.5538 -1.5769 2.3447 0.0 -0.3 -0.3 0.002
H 3.0379 -2.5950 1.7774 -0.4 0.3 0.0 0.002
H 2.7775 -0.8770 2.1616 0.1 -0.2 0.1 0.001
H 4.1533 -0.8171 0.3051 -0.1 -0.1 -0.1 0.012
H 3.2807 -2.0521 -0.5917 -0.3 0.6 0.1 0.002
H 2.6040 0.9222 -0.0414 0.1 -1.1 -1.1 0.007
H 2.7471 -0.3405 -2.5837 0.9 -0.8 0.4 0.020
H 1.8803 -2.2158 -2.8029 -0.9 0.1 0.4 0.002
H 0.2388 -1.5009 -2.7017 0.4 0.0 0.4 0.001
H 0.0934 -3.3765 -1.4391 0.0 0.2 0.1 0.000
H 1.7108 -3.4065 -0.9627 0.1 0.3 0.5 0.000
H -1.2664 2.9231 -1.1154 0.3 0.0 0.2 0.025
H 0.4092 3.3031 -1.5269 -0.1 0.1 0.1 0.015
H -0.0616 3.3942 0.1548 -0.3 0.0 -0.1 0.035
O -2.6497 3.8626 1.1065 0.4 -3.9 2.1 0.004
C -2.4860 2.7577 1.5548 0.1 1.6 -1.9 0.001
N -2.1979 1.5888 1.8363 -1.8 2.4 0.5 0.005
```
Positions in Å, forces in eV/Å.